1.
Molecular formula: C6H11N2O
Method: DFT, wB97M-V/def2-TZVPD

Geometry as XYZ:
```
20
Properties=species:S:1:pos:R:3:nbo_charge:R:1
C 2.57471 -0.95439 0.33034 -0.027
C 1.28302 -1.24907 0.19769 -0.071
C 1.56937 0.81768 -0.59580 0.220
C -1.47056 1.27368 -0.55439 -0.727
C -2.53644 -1.52284 -0.54161 -0.041
C -0.72098 -0.06228 -0.47191 0.418
N 2.77621 0.32032 -0.25683 -0.486
N 0.62345 -0.11410 -0.33317 -0.296
O -1.28537 -1.21018 -0.47815 -0.350
H 3.31776 -1.56769 0.83523 0.270
H 0.63605 -1.93605 0.77276 0.269
H 1.37985 1.71687 -1.03592 0.236
H -2.24117 1.57814 0.13244 0.266
H -0.74594 2.08009 -0.26082 0.240
H -1.93429 1.38390 -1.66593 0.256
H -3.15929 -0.70280 -0.65888 0.158
H -0.37253 0.88438 2.95636 0.045
H -2.84550 -2.47551 -0.25714 0.195
H -0.47335 0.80129 2.27092 -0.045
H 3.62503 0.93857 -0.38517 0.470
```

Results
E_LUMO (spin up / spin down): -3.484 / -3.969 eV
electronic energy: -11416.704 eV
charge: +1
HOMO (spin up / spin down): -11.1 / -11.5 eV

---

2.
Molecular formula: C6H11N2O
Method: DFT, wB97M-V/def2-TZVPD

Geometry as XYZ:
```
20
Properties=species:S:1:pos:R:3:nbo_charge:R:1
C -1.73172 0.63127 -0.21087 -0.150
C -0.97234 1.83821 -0.18100 -0.260
C -2.02320 -0.34611 0.61147 -0.081
C 0.10780 1.91182 0.59212 -0.280
C 1.21923 -0.83587 -0.22698 0.661
C 3.32042 0.01258 0.50807 -0.231
N 0.31188 -1.54562 -0.15576 -0.555
N -2.34742 -1.75575 0.20516 -0.724
O 2.15616 0.02442 -0.37159 -0.473
H -1.99738 0.53206 -1.23297 0.210
H -1.00870 2.49476 -0.98548 0.233
H -1.84471 -0.17438 1.64330 0.221
H 0.95955 2.63328 0.55117 0.225
H 0.32441 1.11260 1.34203 0.179
H 3.86025 0.95242 0.46128 0.228
H 3.93734 -0.83608 0.30573 0.211
H 2.92394 -0.14308 1.45803 0.190
H -1.46614 -2.33906 -0.04154 0.503
H -2.86016 -1.68086 -0.73846 0.445
H -3.01817 -2.03798 0.91071 0.450
```

Results
E_LUMO: -3.264 eV
electronic energy: -11418.005 eV
charge: +1
HOMO: -13.1 eV

---

3.
Molecular formula: C6H11N2O
Method: DFT, wB97M-V/def2-TZVPD

Geometry as XYZ:
```
20
Properties=species:S:1:pos:R:3:nbo_charge:R:1
C -1.81924 0.78409 0.30092 -0.219
C -2.12845 -0.60066 0.10135 -0.340
C -0.64514 1.42191 0.01166 -0.237
C -1.27454 -1.50419 -0.28741 -0.226
C 0.60907 0.86759 -0.63214 -0.035
C 0.81045 -0.53309 -0.12635 0.393
N 1.63709 -1.24077 -0.89715 -0.802
N 0.78153 -0.59744 1.38986 -0.758
O 1.75193 1.69215 -0.31424 -0.731
H -2.62274 1.54060 0.58718 0.256
H -3.26049 -0.96840 0.15200 0.251
H -0.54853 2.58665 0.05264 0.234
H -1.43276 -2.52063 -0.61016 0.225
H 0.38408 0.84028 -1.73861 0.224
H 2.28495 -2.05675 -0.73776 0.435
H 1.79830 -0.79665 -1.73983 0.409
H 1.58593 -0.97312 1.83886 0.448
H -0.18940 -1.02418 1.50410 0.503
H 0.67464 0.39258 1.70637 0.463
H 1.60331 2.69002 -0.56128 0.509
```

Results
E_LUMO: -3.654 eV
electronic energy: -11416.569 eV
charge: +1
HOMO: -12.2 eV

---

4.
Molecular formula: C6H11N2O2P
Method: DFT, wB97M-V/def2-TZVPD

Geometry as XYZ:
```
22
Properties=species:S:1:pos:R:3:nbo_charge:R:1
C -0.89053 0.77356 0.17311 0.376
C 1.41213 -0.58308 -1.16474 -0.447
C 1.13306 -1.34524 0.16197 -0.401
C 0.93982 0.89649 -1.26560 -0.224
C 1.08787 0.94413 1.12777 -0.251
C 0.52038 -0.47217 1.26055 -0.101
N 0.33248 1.42814 -0.04216 -0.348
N -0.89193 -0.24928 0.92386 -0.344
O -2.04589 1.14455 -0.35828 -0.697
O -2.72658 -1.37417 -0.62137 -1.067
P -3.04660 -0.11992 0.03143 1.761
H 2.48927 -0.59747 -1.33874 0.211
H 0.95271 -1.14174 -1.97925 0.230
H 0.44107 -2.16698 -0.02494 0.238
H 2.06794 -1.76676 0.53273 0.218
H 1.78757 1.54649 -1.49313 0.191
H 0.20290 1.00857 -2.06123 0.215
H 0.82637 1.56873 1.98527 0.217
H 2.15760 0.98364 0.95208 0.209
H 0.61361 -0.92102 2.24650 0.221
H -3.17786 -0.06854 1.39748 -0.089
H -4.18538 0.51208 -0.44332 -0.117
```

Results
E_LUMO (spin up / spin down): 0.841 / -2.482 eV
electronic energy: -22759.357 eV
charge: 0
HOMO (spin up / spin down): -4.8 / -9.5 eV
multiplicity: 3

---

5.
Molecular formula: C6H11N2O2S2
Method: DFT, wB97M-V/def2-TZVPD

Geometry as XYZ:
```
23
Properties=species:S:1:pos:R:3:nbo_charge:R:1
C 2.25785 -0.36266 -0.26467 0.295
C -1.45219 1.82685 0.64289 -0.462
C 0.99381 1.66157 -0.47003 -0.186
C -0.56791 1.68571 -0.57127 -0.303
C -1.43437 0.62839 -0.10112 0.094
C -2.32592 -1.92283 0.80066 -0.867
N 1.45711 0.37291 -0.95676 -0.596
N 2.67633 -1.56047 -0.66996 -0.766
O 0.07638 -0.74444 1.29233 -0.822
O -0.49984 -1.66405 -1.01784 -0.887
S 3.11944 0.22462 1.01847 -0.110
S -0.88447 -1.05704 0.24994 2.119
H -1.00456 1.80221 1.67173 0.294
H -2.31456 2.54200 0.64202 0.309
H 1.20697 2.54017 -0.98829 0.233
H 1.11259 1.79786 0.63675 0.269
H -0.84810 2.20292 -1.42232 0.297
H -3.01718 -1.11976 1.07830 0.258
H -2.69217 -2.42344 -0.08207 0.282
H -2.25201 -2.55208 1.66161 0.296
H 0.94471 0.25733 -1.76369 0.415
H 2.15688 -2.12813 -1.37810 0.411
H 3.29121 -2.00765 -0.00857 0.431
```

Results
E_LUMO (spin up / spin down): -7.699 / -7.694 eV
electronic energy: -35133.203 eV
charge: +1
HOMO (spin up / spin down): -11.5 / -11.5 eV

---

6.
Molecular formula: C6H11N2O3
Method: DFT, wB97M-V/def2-TZVPD

Geometry as XYZ:
```
22
Properties=species:S:1:pos:R:3:nbo_charge:R:1
C -1.76373 -2.24763 0.48036 0.471
C -1.30628 -0.11133 -0.16300 0.543
C -2.74973 1.91753 -0.16886 -0.278
C 2.46937 -0.61727 -0.36197 -0.244
C 2.07270 0.90202 -0.17652 -0.078
C 0.44130 -1.51595 0.30082 0.340
N -0.52522 -2.46545 0.53898 -0.448
N 1.26770 -1.42574 -0.62748 -0.510
O -2.22579 -1.02688 0.22843 -0.496
O 1.50992 1.20061 1.07027 -0.739
O -1.48333 1.08120 -0.15659 -0.433
H -2.53272 -2.92481 0.63062 0.214
H -2.93684 2.09147 -1.29012 0.229
H -2.50845 2.84372 0.37397 0.228
H -3.54684 1.54069 0.30234 0.204
H 3.22031 -0.72372 -1.06822 0.238
H 2.91658 -0.77229 0.58114 0.230
H 1.46888 1.33731 -1.00253 0.174
H 3.05164 1.37330 -0.23913 0.183
H 0.59693 -0.84981 1.11969 0.247
H 1.01447 -1.76417 -1.58316 0.432
H 1.54914 2.15718 1.21094 0.495
```

Results
E_LUMO: -3.363 eV
electronic energy: -15512.052 eV
charge: +1
HOMO: -12.8 eV

---

7.
Molecular formula: C6H11N2O3PS
Method: DFT, wB97M-V/def2-TZVPD

Geometry as XYZ:
```
24
Properties=species:S:1:pos:R:3:nbo_charge:R:1
C 1.75005 2.22753 -0.18029 0.273
C -0.13927 0.05654 -1.94323 0.295
C -0.81655 1.34783 -2.28687 -0.711
C -1.16178 -2.58176 0.42471 -0.247
C 0.91474 0.32000 2.92450 -0.230
C 0.78216 -0.00902 -0.75959 -0.443
N 1.68468 1.05779 -0.40279 -0.475
N -0.43688 -1.02536 -2.55594 -0.586
O -1.13013 1.23897 0.85834 -1.087
O -1.48832 -1.16319 0.37271 -0.819
O 0.36164 -0.53894 1.99072 -0.824
P -0.44687 -0.01334 0.67625 2.383
S 2.04766 3.77565 -0.03689 0.006
H -1.27319 1.71680 -1.44329 0.260
H -0.30560 2.27564 -2.59217 0.247
H -1.44021 1.29888 -3.16185 0.246
H -0.16658 -2.69274 0.22418 0.177
H -2.04639 -3.12155 -0.13390 0.221
H -1.33318 -2.73030 1.44231 0.198
H 0.57809 1.24342 2.71262 0.195
H 2.12029 0.36264 2.76446 0.168
H 0.69563 -0.20426 3.95808 0.199
H 1.19069 -1.01358 -0.68420 0.235
H 0.05931 -1.82763 -2.16789 0.319
```

Results
E_LUMO: 0.504 eV
electronic energy: -35646.481 eV
structure (SMILES): [H]/N=C(/C)[C@@H](N=C=S)P(=O)(OC)OC
charge: 0
HOMO: -9.3 eV

---

8.
Molecular formula: C6H11N2O3PS
Method: DFT, wB97M-V/def2-TZVPD

Geometry as XYZ:
```
24
Properties=species:S:1:pos:R:3:nbo_charge:R:1
C -0.18751 1.85296 -1.25524 -0.410
C 0.33657 2.41914 -0.04617 0.221
C -0.42687 0.55168 -1.14655 0.536
C 0.64893 3.87763 0.12003 -0.633
C -1.19449 -1.48405 -2.20223 -0.281
C 1.31670 -3.03984 1.39997 -0.257
N 0.55602 1.51587 0.86525 -0.272
N 0.03167 0.02950 -0.00899 -0.688
O 0.18486 -0.82425 2.54650 -0.963
O -0.90927 -0.13328 -2.18390 -0.463
O 0.09350 -2.51257 0.78905 -0.853
P -0.60513 -1.09468 1.12344 1.949
S -2.47806 -1.26860 1.10903 -0.538
H -0.53399 2.69111 -1.97334 0.229
H -0.27986 4.35756 0.13385 0.234
H 1.12070 3.92769 1.03104 0.229
H 1.24312 4.32461 -0.59997 0.235
H -1.98795 -1.84320 -1.52170 0.208
H -0.28597 -2.17283 -1.99970 0.185
H -1.62219 -1.77888 -3.14888 0.203
H 0.86979 -3.96373 1.86594 0.211
H 1.76637 -2.24353 2.01282 0.215
H 2.04051 -3.29496 0.51271 0.189
H 0.30253 0.10663 2.57706 0.516
```

Results
E_LUMO: 0.306 eV
electronic energy: -35645.771 eV
charge: 0
HOMO: -8.7 eV

---

9.
Molecular formula: C6H11N2O3S
Method: DFT, wB97M-V/def2-TZVPD

Geometry as XYZ:
```
23
Properties=species:S:1:pos:R:3:nbo_charge:R:1
C -0.91172 -1.29565 0.68538 0.194
C 1.93289 -0.68432 0.43469 -0.159
C 0.96074 -0.96034 -0.66769 0.252
C -2.47655 -1.78554 -0.73193 -0.293
C -1.33051 -1.29274 -1.55151 -0.270
C 0.85599 3.11961 1.45087 -0.819
N -2.03726 -1.80566 0.59435 -0.276
N -0.31577 -1.12982 -0.56774 -0.238
O 1.41352 0.35553 1.21528 -0.680
O -0.29743 1.53851 -0.23202 -0.943
O 2.08613 1.91051 -0.68855 -0.889
S 1.02669 1.74617 0.23298 2.295
H -0.42674 -1.10022 1.71073 0.261
H 2.98788 -0.44920 0.19571 0.262
H 1.80598 -1.50522 1.05843 0.235
H 1.17390 -0.80848 -1.71165 0.232
H -3.41680 -1.11931 -0.69537 0.260
H -2.93975 -2.62806 -1.14641 0.253
H -0.89535 -1.81890 -2.34590 0.247
H -1.41964 -0.35911 -2.10873 0.266
H -0.15285 3.63357 1.25178 0.281
H 0.77444 2.61615 2.39121 0.265
H 1.60221 3.82253 1.22610 0.265
```

Results
E_LUMO (spin up / spin down): -5.206 / -5.206 eV
electronic energy: -26348.174 eV
structure (SMILES): CS(=O)(=O)OC/C=[N+]1\C=NCC1
charge: +1
HOMO (spin up / spin down): -14.6 / -14.6 eV

---

10.
Molecular formula: C6H11N2OPS
Method: DFT, wB97M-V/def2-TZVPD

Geometry as XYZ:
```
22
Properties=species:S:1:pos:R:3:nbo_charge:R:1
C 0.63878 2.04497 -2.10465 -0.174
C 0.60961 1.04585 -1.44834 -0.040
C 1.55443 -0.03618 0.65009 -0.269
C 0.76584 -0.21283 -0.80074 -0.133
C 0.41156 1.94988 1.63100 -0.539
C -0.23616 -2.47217 -0.66245 -0.440
N 0.82311 0.56386 1.74283 -0.288
N -0.43650 -1.03074 -0.60701 -0.739
O -2.81443 -1.43289 0.66484 -0.958
P -1.53711 -0.37090 0.51147 1.412
S -2.23117 1.47765 -0.01088 -0.526
H 0.77295 2.81602 -2.81194 0.235
H 1.60151 -1.04586 0.95474 0.194
H 2.42595 0.46779 0.40128 0.212
H 1.33697 -0.88310 -1.39875 0.239
H -0.30913 2.12538 2.49888 0.202
H 1.22089 2.66801 1.76028 0.216
H -0.31708 2.07999 0.77742 0.247
H -1.24457 -2.89678 -0.22048 0.236
H -0.09811 -2.90557 -1.67272 0.221
H 0.48428 -2.81830 0.09507 0.196
H -3.42162 -1.13405 0.05009 0.496
```

Results
E_LUMO (spin up / spin down): -0.661 / -1.443 eV
electronic energy: -31547.151 eV
charge: 0
HOMO (spin up / spin down): -8.3 / -8.6 eV

---

11.
Molecular formula: C6H11N2P
Method: DFT, wB97M-V/def2-TZVPD

Geometry as XYZ:
```
20
Properties=species:S:1:pos:R:3:nbo_charge:R:1
C 1.02666 -0.53484 0.21928 -0.118
C 0.34633 1.39315 -0.53139 0.167
C 2.06423 0.29261 0.06365 0.097
C 3.44350 -0.05322 0.25810 -0.645
C -1.61755 -1.70398 -0.44750 -0.605
C -1.41716 -0.25179 0.03408 -0.537
N 1.60355 1.56946 -0.30353 -0.467
N -0.11321 0.19876 -0.10711 -0.346
P -2.60816 0.85571 0.34593 0.836
H 0.90824 -1.57682 0.65721 0.215
H -0.41411 2.11378 -0.73584 0.171
H 4.17169 0.75630 0.27123 0.230
H 3.47972 -0.59144 1.20537 0.219
H 3.74766 -0.55376 -0.61539 0.222
H -2.75825 -1.96905 -0.45086 0.206
H -1.51083 -1.83121 -1.55250 0.216
H -1.06902 -2.29884 0.25300 0.213
H -3.90596 0.65903 0.68088 0.035
H -2.77333 1.64155 1.50712 -0.041
H -2.60400 1.88461 -0.75174 -0.067
```

Results
E_LUMO: 0.557 eV
electronic energy: -18664.762 eV
structure (SMILES): CC(=[PH3])n1cnc(C)c1
charge: 0
HOMO: -7.1 eV

---

12.
Molecular formula: C6H11N2S
Method: DFT, wB97M-V/def2-TZVPD

Geometry as XYZ:
```
20
Properties=species:S:1:pos:R:3:nbo_charge:R:1
C -0.84278 -0.43324 2.76863 -0.700
C -1.05930 0.63873 1.64002 0.303
N -2.22208 0.98742 1.17250 -0.579
C 0.16850 1.37017 0.92335 -0.529
C 0.46350 0.49140 -0.36282 0.318
N 0.30336 0.83222 -1.62236 -0.502
C 0.64658 -0.29843 -2.53525 -0.258
C 1.60754 -1.40928 -1.89095 -0.507
S 1.05725 -1.22473 -0.10789 0.338
H -0.13917 -0.12210 3.58446 0.251
H -1.86448 -0.66210 3.19894 0.244
H -0.49535 -1.40974 2.30450 0.239
H -2.89918 0.42069 1.70193 0.350
H 1.06271 1.46467 1.59393 0.276
H -0.12778 2.41593 0.60140 0.269
H -0.05228 1.76174 -1.85380 0.462
H 0.76820 -0.05925 -3.62372 0.270
H -0.34201 -0.86920 -2.54107 0.224
H 2.70985 -1.30538 -2.07031 0.260
H 1.15534 -2.34774 -2.33205 0.270
```

Results
E_LUMO: -4.316 eV
electronic energy: -20207.906 eV
charge: +1
HOMO: -14.1 eV

---

It is found that the energy above the lowest of the compared OMol25 structures with the same formula, charge and spin values, taken in the order of the records, are 527.1 401.6 540.1 0.0 554.9 393.3 142.4 210.9 377.6 341.5 283.4 216.7 kJ/mol.